Here is the ion C22H24F2NO with charge +1 in a non-equilibrium geometry from the OMol25 dataset. Energies are from wB97M-V/def2-TZVPD.

XYZ file:
```
50
C22H24F2NO, DFT wB97M-V/def2-TZVPD
F 4.126 1.883 2.335
C 3.248 1.808 1.276
C 2.932 2.973 0.590
C 2.039 2.863 -0.480
C 1.413 1.651 -0.761
C 1.675 0.509 0.007
C 0.793 -0.732 -0.189
C 1.494 -2.093 0.092
C 1.589 -3.030 -0.950
C 2.143 -4.294 -0.734
C 2.582 -4.679 0.537
C 2.484 -3.739 1.552
F 2.925 -4.070 2.814
C 1.978 -2.453 1.348
C -0.499 -0.609 0.570
C -0.307 -0.415 2.112
C -0.430 1.078 2.409
C -1.278 1.678 1.279
C -1.317 0.625 0.221
N -2.138 0.753 -0.794
C -2.338 -0.353 -1.784
C -3.184 0.075 -2.977
O -4.284 0.922 -2.607
C -3.838 2.144 -2.027
C -3.000 1.956 -0.776
C 2.706 0.559 0.947
H 3.389 3.921 0.874
H 1.822 3.734 -1.103
H 0.706 1.580 -1.599
H 0.546 -0.748 -1.259
H 1.222 -2.752 -1.942
H 2.235 -4.991 -1.566
H 2.998 -5.666 0.737
H 2.017 -1.772 2.197
H -1.100 -1.513 0.382
H 0.603 -0.847 2.511
H -1.147 -0.946 2.583
H -0.888 1.244 3.388
H 0.557 1.549 2.401
H -2.276 1.930 1.674
H -0.832 2.608 0.888
H -1.360 -0.704 -2.142
H -2.834 -1.203 -1.280
H -2.531 0.570 -3.727
H -3.672 -0.810 -3.411
H -3.252 2.747 -2.746
H -4.763 2.658 -1.746
H -3.678 1.890 0.095
H -2.370 2.846 -0.652
H 3.096 -0.333 1.430
```

Computed properties:
* gap between HOMO and LUMO: 8.146 eV
* charge: +1
* molar mass: 356.44 u
* max |F|: 2.2 eV/A
* SMILES: Fc1cccc(C(c2cccc(F)c2)[C@H]2CCCC2=[N+]2CCOCC2)c1

Need the natural (NBO) charges? In units of e they are: -0.32, 0.42, -0.28, -0.20, -0.21, -0.02, -0.24, 0.00, -0.22, -0.17, -0.27, 0.42, -0.32, -0.30, -0.31, -0.39, -0.41, -0.52, 0.60, -0.31, -0.26, -0.09, -0.49, -0.09, -0.26, -0.29, 0.25, 0.23, 0.20, 0.21, 0.21, 0.23, 0.25, 0.22, 0.26, 0.24, 0.22, 0.24, 0.23, 0.26, 0.28, 0.23, 0.23, 0.18, 0.23, 0.18, 0.23, 0.23, 0.23, 0.25